Entry from the Open Molecules 2025 dataset: a 2-piece molecular cluster, C4H7NOS overall (ωB97M-V/def2-TZVPD).

SMILES	C=C(C)S.N=C=O
E_HOMO	-0.3124	Ha
E_tot	-18633.40749	eV
Kohn-Sham gap	9.1	eV
lowest unoccupied orbital energy	0.608	eV
multiplicity	1
ΔE to the lowest compared entry with this formula, charge and spin	110.2	kJ/mol
total charge	0

Last column: Mulliken charge in e.
Atoms and positions in Å:
C  2.592  -0.004  -0.333  0.483
C  -0.285  -0.306  1.400  -1.002
C  -0.845  0.191  0.309  0.803
C  -1.506  -0.645  -0.745  -1.412
N  1.603  0.294  -0.927  -0.268
O  3.484  -0.128  0.390  -0.426
S  -0.955  1.932  -0.006  -0.182
H  -0.242  -1.370  1.559  0.289
H  0.164  0.308  2.159  0.249
H  -0.902  -1.523  -0.963  0.336
H  -1.656  -0.069  -1.656  0.421
H  -2.481  -0.980  -0.393  0.340
H  1.168  -0.018  -1.766  0.246
H  -0.139  2.317  0.972  0.124

=====

Entry from the Open Molecules 2025 dataset: one molecule with the formula C3H5ClN2OS (ωB97M-V/def2-TZVPD).

SMILES	CO[C@@]1(Cl)N=CSN1
E_HOMO	-0.3298	Ha
E_tot	-31574.84273	eV
Kohn-Sham gap	9.3	eV
lowest unoccupied orbital energy	0.286	eV
multiplicity	1
ΔE to the lowest compared entry with this formula, charge and spin	223.2	kJ/mol
total charge	0

Last column: Mulliken charge in e.
Atoms and positions in Å:
C  -0.432  -2.017  -0.304  -0.139
C  -0.219  -0.060  0.698  0.864
C  0.231  1.674  -1.018  -0.831
N  -0.745  -0.829  -0.409  -0.520
N  0.301  -0.907  1.661  -0.364
O  0.859  1.015  0.056  -0.410
S  0.787  -2.368  0.868  -0.047
Cl  -1.522  0.850  1.342  -0.179
H  -0.682  -2.671  -1.120  0.377
H  0.071  1.046  -1.822  0.369
H  0.935  2.362  -1.598  0.273
H  -0.533  2.456  -0.768  0.294
H  0.948  -0.550  2.413  0.314

=====

Entry from the Open Molecules 2025 dataset: C22H25ClHfN5O7S as an isolated structure (ωB97M-V/def2-TZVPD).

E_HOMO	-0.6430	Ha
E_tot	-69646.56336	eV
Kohn-Sham gap	8.2	eV
lowest unoccupied orbital energy	-9.315	eV
multiplicity	1
total charge	+3

Last column: Mulliken charge in e.
Atoms and positions in Å:
Hf  -0.833  0.221  -0.451  1.869
C  -0.159  4.439  2.383  -0.916
N  -1.155  3.463  1.889  0.096
C  -2.550  3.935  1.780  -0.980
C  -0.816  2.258  1.575  1.151
O  -1.630  1.358  1.147  -1.026
C  0.643  1.795  1.649  -1.406
O  0.684  0.396  1.285  -0.360
C  0.472  -0.535  2.376  -1.007
C  -0.696  -1.457  2.053  0.850
O  -1.176  -1.401  0.865  -0.709
N  -1.137  -2.282  2.950  0.217
C  -2.211  -3.248  2.656  -0.978
C  -0.531  -2.381  4.293  -0.906
H  -0.658  5.399  2.471  0.391
H  0.204  4.142  3.365  0.336
H  0.655  4.538  1.667  0.370
H  -2.573  4.746  1.055  0.401
H  -3.186  3.118  1.462  0.285
H  -2.855  4.300  2.759  0.418
H  1.264  2.324  0.922  0.524
H  1.074  1.947  2.639  0.842
H  1.382  -1.132  2.482  0.399
H  0.303  0.025  3.295  0.693
H  -2.551  -3.119  1.636  0.281
H  -1.815  -4.252  2.800  0.399
H  -3.025  -3.072  3.358  0.384
H  -0.408  -1.394  4.733  0.356
H  -1.212  -2.949  4.919  0.356
H  0.420  -2.908  4.232  0.340
O  1.196  2.982  -5.341  -0.477
C  1.953  1.938  -5.038  0.378
O  2.791  1.500  -5.765  -0.478
C  1.706  1.236  -3.722  0.150
C  2.502  0.159  -3.258  0.348
Cl  3.865  -0.559  -3.904  -0.013
N  1.997  -0.256  -2.080  0.016
N  0.897  0.461  -1.764  0.117
C  0.727  1.364  -2.754  -0.175
C  -0.439  2.281  -2.554  0.975
O  -0.750  3.154  -3.304  -0.657
O  -1.078  1.993  -1.403  -0.642
C  2.389  -1.314  -1.188  0.183
C  1.464  -2.323  -0.952  0.111
C  1.785  -3.319  -0.035  -0.939
C  3.019  -3.296  0.603  -0.677
C  3.934  -2.282  0.338  -0.783
C  3.622  -1.268  -0.559  -0.426
H  0.507  3.185  -4.683  0.384
H  0.549  -2.386  -1.534  0.572
H  1.097  -4.136  0.135  0.559
H  3.285  -4.091  1.287  0.493
H  4.901  -2.283  0.822  0.456
H  4.328  -0.477  -0.770  0.559
S  -4.281  -1.726  -2.953  0.021
C  -2.859  -1.726  -3.898  -0.349
C  -1.826  -1.207  -3.196  -0.517
N  -2.156  -0.822  -1.907  0.197
C  -3.445  -1.053  -1.671  -0.192
H  -2.859  -2.096  -4.911  0.450
H  -0.816  -1.079  -3.557  0.314
H  -3.931  -0.829  -0.730  0.369

=====

Entry from the Open Molecules 2025 dataset: an isolated ion of composition C3H7O2 and charge -1 (ωB97M-V/def2-TZVPD).

SMILES	[O-]CCCO
E_HOMO	-0.0796	Ha
E_tot	-7317.88177	eV
Kohn-Sham gap	6.2	eV
lowest unoccupied orbital energy	4.065	eV
multiplicity	1
ΔE to the lowest compared entry with this formula, charge and spin	296.2	kJ/mol
total charge	-1

Last column: Mulliken charge in e.
Atoms and positions in Å:
C  -1.070  -0.826  0.867  -0.326
O  -0.123  -1.246  1.687  -0.852
C  -0.386  -0.102  -0.515  -0.522
C  0.974  0.361  -0.045  -0.307
O  1.194  1.685  -0.685  -0.582
H  -1.657  -1.617  0.289  0.154
H  -1.861  -0.146  1.278  0.173
H  -1.052  0.715  -0.821  0.242
H  -0.314  -0.905  -1.224  0.314
H  1.110  0.766  0.964  0.213
H  1.834  -0.292  -0.163  0.226
H  1.352  1.609  -1.631  0.268

=====

Entry from the Open Molecules 2025 dataset: a 2-piece molecular cluster, C13H18ClF3INO3S overall (ωB97M-V/def2-TZVPD).

SMILES	C[C@@H](I)C[C@H]1[C@H](Cl)C(=O)O[C@@]1(N=C=S)C(F)(F)F.CCOCC
E_HOMO	-0.3496	Ha
E_tot	-61015.37439	eV
Kohn-Sham gap	9.3	eV
lowest unoccupied orbital energy	-0.253	eV
multiplicity	1
total charge	0

Last column: Mulliken charge in e.
Atoms and positions in Å:
C  3.377  -0.832  -1.258  -0.993
C  2.002  -0.122  -1.521  -0.170
I  2.476  1.696  -2.651  0.055
C  1.047  -0.950  -2.420  -1.703
C  0.276  -2.088  -1.688  0.044
C  0.911  -2.766  -0.471  0.259
Cl  0.342  -4.463  -0.093  -0.162
C  0.283  -1.954  0.692  0.010
O  0.758  -1.728  1.724  -0.473
O  -0.954  -1.572  0.246  -0.495
C  -1.149  -1.822  -1.169  1.435
N  -2.135  -2.915  -1.158  -0.608
C  -2.303  -3.456  -2.209  0.413
S  -2.264  -4.201  -3.588  -0.329
C  -1.894  -0.525  -1.617  0.148
F  -1.230  0.581  -1.297  -0.150
F  -2.190  -0.522  -2.903  -0.288
F  -3.037  -0.466  -0.942  -0.308
H  3.398  -1.709  -1.925  0.293
H  4.224  -0.173  -1.460  0.380
H  3.429  -1.184  -0.216  0.268
H  1.531  0.226  -0.593  0.313
H  1.672  -1.424  -3.191  0.524
H  0.349  -0.269  -2.925  0.647
H  0.288  -2.900  -2.440  0.544
H  1.991  -2.913  -0.458  0.347
C  -0.229  3.268  4.012  -1.027
C  0.150  3.494  2.558  -0.376
O  0.355  2.297  1.829  -0.374
C  -0.755  1.417  1.742  1.057
C  -1.972  2.029  1.073  -1.280
H  0.535  2.674  4.517  0.288
H  -0.330  4.223  4.529  0.401
H  -1.176  2.734  4.109  0.250
H  1.094  4.039  2.517  0.348
H  -0.592  4.124  2.053  0.312
H  -1.006  1.023  2.733  0.286
H  -0.419  0.568  1.154  -0.928
H  -2.355  2.883  1.635  0.410
H  -2.775  1.294  0.994  0.314
H  -1.721  2.382  0.075  0.319

=====

Entry from the Open Molecules 2025 dataset: C6H10 as an isolated structure (ωB97M-V/def2-TZVPD).

E_HOMO	-0.3051	Ha
E_tot	-6381.50705	eV
Kohn-Sham gap	9.4	eV
lowest unoccupied orbital energy	1.131	eV
multiplicity	1
ΔE to the lowest compared entry with this formula, charge and spin	227.0	kJ/mol
total charge	0

Last column: Mulliken charge in e.
Atoms and positions in Å:
C  -0.073  -1.351  -0.265  -0.605
C  -0.848  -0.652  0.848  -0.773
C  -1.154  0.854  0.406  -0.377
C  0.098  1.515  0.051  -0.330
C  1.197  0.870  -0.358  -0.395
C  1.259  -0.634  -0.559  -0.570
H  -0.726  -1.311  -1.142  0.286
H  0.114  -2.412  -0.048  0.324
H  -0.210  -0.678  1.772  0.273
H  -1.742  -1.213  1.141  0.366
H  -1.863  1.323  1.073  0.336
H  -1.649  1.617  -0.603  0.213
H  -0.170  2.544  -0.196  0.294
H  2.090  1.441  -0.607  0.354
H  2.070  -1.063  0.044  0.293
H  1.531  -0.839  -1.609  0.311

=====

Entry from the Open Molecules 2025 dataset: a 2-piece molecular cluster, C6H10S overall (ωB97M-V/def2-TZVPD).

E_HOMO (alpha / beta)	-0.2594 / -0.2649	Ha
E_tot	-17213.75002	eV
Kohn-Sham gap (alpha / beta)	7.4 / 7.7	eV
lowest unoccupied orbital energy (alpha / beta)	0.382 / 0.447	eV
multiplicity	1
ΔE to the lowest compared entry with this formula, charge and spin	566.7	kJ/mol
total charge	0

Last column: Mulliken charge in e.
Atoms and positions in Å:
C  2.849  -1.032  -2.239  -0.451
C  1.684  -0.651  -2.097  -0.492
C  -1.910  1.465  0.394  -1.215
C  0.464  0.586  0.530  -1.421
C  -0.356  -2.288  0.622  -0.808
C  -0.983  0.308  0.389  0.851
S  -1.586  -1.247  0.210  0.009
H  3.542  -1.708  -2.523  0.382
H  -2.886  0.997  0.665  0.366
H  -2.011  1.980  -0.504  0.308
H  -1.567  2.235  1.179  0.293
H  0.603  1.703  0.406  0.292
H  0.918  0.372  1.551  0.337
H  1.134  -0.039  -0.076  0.238
H  0.481  -2.053  1.110  0.417
H  0.797  -0.192  -1.930  0.629
H  -0.459  -3.245  0.157  0.266

=====

Entry from the Open Molecules 2025 dataset: one molecule with the formula C28H39N3O4 (ωB97M-V/def2-TZVPD).

SMILES	CCOc1cc(/C=C/C(=O)Nc2ccc(C(=O)NCCN(CC)CC)cc2)ccc1OCC(C)C
E_HOMO	-0.2989	Ha
E_tot	-42329.41481	eV
Kohn-Sham gap	8.2	eV
lowest unoccupied orbital energy	0.063	eV
multiplicity	1
ΔE to the lowest compared entry with this formula, charge and spin	140.1	kJ/mol
total charge	0

Last column: Mulliken charge in e.
Atoms and positions in Å:
C  -1.461  -1.590  -3.350  -0.935
C  -2.505  -2.157  -2.392  -0.692
O  -2.718  -1.332  -1.265  -0.364
C  -1.821  -1.327  -0.229  0.783
C  -0.703  -2.142  -0.176  -0.262
C  0.218  -2.083  0.873  0.209
C  -0.025  -1.184  1.910  -0.650
C  -1.151  -0.392  1.889  -0.431
C  -2.062  -0.430  0.836  0.323
O  -3.062  0.486  0.931  -0.415
C  -4.315  0.299  0.296  -1.226
C  -5.069  -0.931  0.814  1.516
C  -6.362  -1.111  0.024  -1.622
H  -7.003  -0.240  0.143  0.356
H  -6.901  -1.985  0.379  0.387
H  -6.150  -1.242  -1.034  0.396
C  -5.352  -0.793  2.307  -1.532
H  -4.428  -0.621  2.854  0.279
H  -6.022  0.045  2.489  0.348
H  -5.818  -1.698  2.692  0.438
H  -4.434  -1.809  0.656  0.005
H  -4.870  1.208  0.548  0.573
H  -4.200  0.243  -0.789  0.242
H  -1.354  0.300  2.692  0.503
H  0.668  -1.113  2.734  0.410
C  1.435  -2.868  0.891  -0.196
C  1.789  -3.852  0.056  -0.739
C  3.058  -4.594  0.206  0.009
O  3.124  -5.806  0.171  -0.657
N  4.177  -3.841  0.459  -0.085
C  4.334  -2.465  0.283  -0.237
C  5.088  -1.723  1.189  -0.400
C  5.179  -0.353  1.051  -1.013
C  4.535  0.309  0.008  0.453
C  3.857  -0.449  -0.945  -0.272
C  3.761  -1.817  -0.811  -0.015
H  3.237  -2.399  -1.554  0.516
H  3.421  0.015  -1.818  0.568
C  4.577  1.803  0.016  0.236
O  5.403  2.427  0.656  -0.695
N  3.608  2.400  -0.720  0.017
H  2.889  1.827  -1.126  -0.081
C  3.283  3.798  -0.588  -1.067
H  4.189  4.309  -0.254  0.503
H  2.980  4.182  -1.564  0.324
C  2.160  4.059  0.433  -0.651
N  0.880  3.528  -0.005  0.473
C  0.704  2.106  0.271  -1.096
C  0.383  1.317  -1.002  -0.986
H  0.616  0.264  -0.856  -0.128
H  -0.669  1.403  -1.257  0.274
H  0.956  1.702  -1.843  0.622
H  -0.101  1.949  0.999  0.576
H  1.614  1.702  0.724  0.345
C  -0.251  4.335  0.422  -0.499
C  -1.534  3.969  -0.315  -0.969
H  -1.904  2.994  -0.012  -0.052
H  -2.302  4.706  -0.092  0.475
H  -1.355  3.965  -1.387  0.291
H  -0.011  5.378  0.198  0.459
H  -0.422  4.253  1.511  0.352
H  2.470  3.651  1.408  0.302
H  2.071  5.142  0.539  0.524
H  5.737  0.239  1.761  0.469
H  5.579  -2.222  2.012  0.428
H  4.980  -4.363  0.788  0.263
H  1.118  -4.245  -0.693  0.437
H  2.124  -2.592  1.681  0.290
H  -0.509  -2.832  -0.981  0.296
H  -3.481  -2.185  -2.887  0.406
H  -2.251  -3.179  -2.087  0.383
H  -1.758  -0.595  -3.671  0.312
H  -1.380  -2.232  -4.223  0.407
H  -0.488  -1.517  -2.872  0.187